The following is a DFT calculation (ωB97M-V/def2-TZVPD) of a 3-piece molecular cluster, C2H3O3S overall at a distorted geometry.

## Properties
Charge: -1
Orbital gap (spin up / spin down), Ha: 0.2519 / 0.2517
HOMO (spin up / spin down), eV: -3.49 / -3.49
Energy above the lowest of the compared OMol25 structures with the same formula, charge and spin, kJ/mol: 356.2

Last column: Löwdin charge in e.
Atoms and positions in Å:
C -1.10245 0.46650 1.22832  -0.55
C -1.17145 1.26568 0.30562  -0.10
O 1.03151 1.87881 -2.41734  -0.53
O -0.98632 -0.07156 2.28215  -0.05
O 2.05312 2.39233 -0.26538  -0.51
S 1.32432 1.39820 -1.06185  0.78
H 0.46163 -4.51697 -0.09371  0.00
H -1.57877 2.03840 -0.23433  -0.05
H -0.03160 -4.85139 0.25651  0.00

Forces on atoms 1 to 2 (eV/Å):
-0.187 0.905 1.543
1.280 0.127 -2.214